No. 1
{
  "formula": "C5H12O",
  "method": "ωB97M-V with the def2-TZVPD basis set",
  "orbital_gap_ev": [7.631, 7.951],
  "total_charge": 0,
  "lumo_energy_ha": [0.03577, 0.03512],
  "homo_energy_ev": [-6.658, -6.996],
  "e_tot_ev": -7423.85049,
  "species": ["C", "O", "C", "C", "C", "C", "H", "H", "H", "H", "H", "H", "H", "H", "H", "H", "H", "H"],
  "coordinates": [[-1.0701, 1.8786, 0.1551], [-1.2066, 0.5733, 0.3236], [-0.3609, -0.2719, 0.8041], [0.6747, -0.0416, -2.0551], [0.9419, 0.2100, 1.3183], [-0.7494, -1.7098, 0.7422], [0.3040, 0.8516, -1.5384], [-0.2893, 2.4095, 0.6802], [-1.9504, 2.3512, -0.2518], [1.0809, 0.2556, -3.0241], [1.4584, -0.5283, -1.4666], [-0.1545, -0.7395, -2.2028], [1.3760, 0.9554, 0.6327], [0.8510, 0.7013, 2.2999], [1.6441, -0.6231, 1.4162], [-0.7579, -2.1754, 1.7368], [-1.7467, -1.8114, 0.3064], [-0.0451, -2.2856, 0.1233]],
  "forces_ev_per_angstrom": [[0.019, 0.398, 0.119], [-0.430, -0.095, -0.148], [0.445, -0.301, 0.199], [0.011, -0.008, -0.042], [0.032, 0.011, -0.018], [-0.050, 0.004, -0.012], [0.122, -0.176, -0.153], [-0.079, -0.066, -0.017], [0.108, -0.049, 0.098], [-0.037, -0.074, 0.092], [-0.110, 0.077, -0.128], [0.140, 0.092, -0.013], [-0.074, -0.114, 0.071], [-0.016, -0.002, -0.110], [-0.131, 0.119, 0.036], [0.002, 0.063, -0.124], [0.130, 0.027, 0.067], [-0.080, 0.093, 0.084]]
}



No. 2
{
  "formula": "C9H7N4",
  "method": "ωB97M-V with the def2-TZVPD basis set",
  "orbital_gap_ev": 6.941,
  "total_charge": 1,
  "lumo_energy_ha": -0.21363,
  "homo_energy_ev": -12.754,
  "e_tot_ev": -15393.85594,
  "species": ["C", "C", "C", "C", "C", "C", "C", "C", "C", "N", "N", "N", "N", "H", "H", "H", "H", "H", "H", "H"],
  "coordinates": [[1.2385, 1.4966, -1.9122], [0.2564, 0.9444, -2.7138], [1.3136, 1.2235, -0.5580], [-0.7014, 0.0613, -2.1859], [0.3595, 0.3743, 0.0154], [-0.5498, -0.1254, -0.8655], [-0.7365, -0.8366, 1.7822], [0.2508, 0.0226, 1.4302], [-1.5898, -1.4160, 0.7176], [-0.7711, -3.5022, -0.1510], [1.2581, 0.7489, 3.4198], [1.2598, 0.4000, 2.2717], [-1.2144, -2.5540, 0.2368], [1.9657, 2.1590, -2.3538], [0.2096, 1.1642, -3.7677], [2.0899, 1.6262, 0.0752], [-1.4540, -0.3845, -2.8112], [-0.8937, -1.1536, 2.8031], [-2.6402, -1.1652, 0.6739], [0.3492, 0.9163, 3.8931]],
  "forces_ev_per_angstrom": [[0.151, 0.173, -0.121], [-0.081, -0.186, 0.106], [-0.313, -0.269, 0.230], [-0.169, -0.129, -0.394], [0.245, 0.336, 0.020], [-0.756, -1.093, 1.962], [0.471, 0.143, 0.050], [-1.779, -0.885, 0.056], [0.189, 5.128, -0.527], [-0.830, 1.263, 0.524], [0.344, 0.640, 1.986], [1.412, -0.251, -1.304], [1.776, -4.484, -1.832], [0.079, 0.057, -0.065], [-0.004, 0.071, -0.129], [0.085, 0.079, 0.016], [-0.165, -0.096, -0.040], [0.078, -0.014, 0.111], [-0.202, -0.360, -0.107], [-0.531, -0.123, -0.542]]
}



ΔE to the lowest compared entry with this formula, charge and spin per entry: 333.9; 302.6 kJ/mol